1.
ORCA calculation (wB97M-V/def2-TZVPD) on C12H26O14Zn as an isolated structure.

```
! RIJCOSX wB97M-V def2-TZVPD def2/J DEFGRID3
* xyz 0 1
Zn -26.611 15.660 6.926
O -24.697 15.466 7.030
H -23.952 15.988 6.672
O -28.504 15.851 6.947
H -29.464 15.878 7.127
C -24.209 15.083 10.032
O -25.418 14.409 10.547
C -26.575 14.429 10.030
O -26.770 14.513 8.785
O -27.359 14.117 11.010
C -28.771 13.884 10.797
H -23.771 14.508 9.215
H -23.378 15.176 10.731
H -24.527 16.091 9.765
H -29.173 14.553 10.036
H -29.215 13.923 11.792
H -28.779 12.834 10.504
C -23.915 18.518 8.493
O -25.026 18.511 9.423
C -26.243 18.199 8.968
O -26.513 17.816 7.828
O -26.994 18.103 10.025
C -28.326 17.612 9.923
H -23.047 18.823 9.079
H -24.019 19.188 7.641
H -23.657 17.511 8.165
H -28.794 17.523 10.903
H -28.411 16.625 9.470
H -29.022 18.297 9.440
C -26.140 11.486 7.435
O -27.015 11.530 6.319
C -27.397 12.729 5.741
O -26.898 13.859 5.907
O -28.497 12.474 5.027
C -29.311 13.544 4.573
H -26.805 11.713 8.268
H -25.314 12.188 7.327
H -25.584 10.563 7.600
H -29.752 14.125 5.382
H -30.247 13.253 4.096
H -28.797 14.205 3.875
C -28.816 18.227 4.730
O -27.495 18.717 4.407
C -26.437 17.925 4.788
O -26.605 16.766 5.184
O -25.215 18.415 4.415
C -24.000 17.703 4.631
H -28.832 17.253 4.241
H -29.670 18.848 4.457
H -28.908 18.093 5.807
H -23.157 18.095 4.062
H -24.033 16.717 4.168
H -23.737 17.649 5.688
*
```

- Energy: -3305.460938 Eh
- Lowest unoccupied orbital energy: 0.6 eV
- HOMO level: -0.2924 hartree
- ΔE to the lowest compared entry with this formula, charge and spin: 75.7 kcal per mole

---

2.
ORCA calculation (wB97M-V/def2-TZVPD) on the molecule C12H26S2.

```
! RIJCOSX wB97M-V def2-TZVPD def2/J DEFGRID3
* xyz 0 1
C -0.177 -3.460 -0.558
C -0.390 -2.537 -1.787
C 0.809 -1.656 -2.207
C 1.288 -0.705 -1.072
C 2.217 0.379 -1.605
C 1.736 1.549 -2.716
C -0.760 2.416 -0.149
C -2.030 1.897 0.441
C -1.956 1.984 2.085
C -0.610 1.385 2.713
C -0.532 -0.213 2.322
C 0.463 -1.122 3.164
H 0.088 -2.657 0.112
H 0.553 -4.485 -0.560
H -1.226 -3.751 -0.223
H -1.455 -2.076 -1.648
H -0.438 -3.021 -2.841
H 1.679 -2.304 -2.656
H 0.364 -0.999 -3.066
H 1.693 -1.280 -0.203
H 0.157 -0.301 -0.710
H 2.485 0.812 -0.667
H 3.015 -0.175 -1.959
H 2.619 1.685 -3.367
H 1.067 0.947 -3.428
H 0.052 1.832 0.028
H -0.663 3.530 -0.058
H -1.968 0.740 0.292
H -2.827 2.502 -0.031
H -2.918 1.514 2.373
H -2.241 3.077 2.358
H 0.222 2.025 2.383
H -0.569 1.445 3.860
H -1.679 -0.535 2.539
H -0.424 -0.221 1.166
H 0.691 -0.741 4.258
H 1.522 -1.063 2.559
H 0.075 -2.227 3.370
S 1.041 3.128 -2.515
S -0.976 2.680 -2.002
*
```

- Energy: -1269.010584 Eh
- SMILES: CCCCCCSSCCCCCC
- Lowest unoccupied orbital energy: 0.7 eV
- HOMO level: -0.3163 hartree
- ΔE to the lowest compared entry with this formula, charge and spin: 129.4 kcal per mole

---

3.
ORCA calculation (wB97M-V/def2-TZVPD) on C12H27BF4OS4Si4V as an isolated structure.

```
! RIJCOSX wB97M-V def2-TZVPD def2/J DEFGRID3
* xyz -2 4
V -1.108 0.156 2.331
O 3.773 3.293 6.173
C 2.902 2.744 5.528
S 1.643 3.592 4.640
C 0.801 2.181 4.004
C 1.311 0.982 4.336
S 0.688 -0.572 3.848
S 2.746 0.999 5.357
S -0.603 2.464 3.008
C 2.878 -1.511 0.390
Si 2.021 0.048 -0.250
C 2.703 0.342 -2.000
C 2.608 1.485 0.815
Si -0.298 -0.175 -0.103
Si -1.100 1.403 -1.615
C -0.825 1.028 -3.459
C -0.299 3.087 -1.295
C -2.962 1.661 -1.424
Si -0.761 -2.214 -1.134
C -2.555 -2.310 -1.719
C 0.312 -2.608 -2.654
C -0.489 -3.672 0.036
H 3.966 -1.393 0.401
H 2.635 -2.380 -0.229
H 2.544 -1.714 1.411
H 3.798 0.392 -1.992
H 2.326 1.281 -2.415
H 2.401 -0.464 -2.674
H 3.697 1.602 0.775
H 2.317 1.312 1.854
H 2.146 2.426 0.508
H 0.237 0.877 -3.672
H -1.190 1.848 -4.086
H -1.354 0.117 -3.750
H 0.766 3.072 -1.542
H -0.387 3.350 -0.238
H -0.776 3.871 -1.893
H -3.517 0.734 -1.589
H -3.324 2.414 -2.135
H -3.196 1.996 -0.412
H -2.756 -1.561 -2.491
H -3.247 -2.132 -0.893
H -2.774 -3.297 -2.142
H 0.233 -1.828 -3.415
H 0.020 -3.562 -3.106
H 1.364 -2.681 -2.364
H -1.142 -3.595 0.907
H 0.543 -3.694 0.396
H -0.696 -4.618 -0.476
F -3.222 0.361 1.736
B -3.656 -0.974 2.098
F -2.388 -1.662 2.250
F -4.362 -0.968 3.291
F -4.390 -1.534 1.073
*
```

- Expectation value of S²: 3.7684
- Energy: -4668.226802 Eh
- Lowest unoccupied orbital energy (spin up / spin down): 4.7 / 4.7 eV
- HOMO level (spin up / spin down): -0.0518 / -0.0552 hartree

---

4.
ORCA calculation (wB97M-V/def2-TZVPD) on C12H27Cl2F6N5O7S2 as an isolated structure.

```
! RIJCOSX wB97M-V def2-TZVPD def2/J DEFGRID3
* xyz 0 1
N 3.360 21.228 -32.749
H 4.102 21.972 -32.660
H 2.507 21.478 -32.217
H 3.751 20.405 -32.247
H 3.226 21.001 -33.744
C 3.929 24.978 -31.282
F 3.779 26.290 -31.111
F 4.576 24.478 -30.242
F 2.726 24.397 -31.345
S 4.841 24.652 -32.871
O 3.814 24.610 -33.872
O 5.842 25.641 -33.001
N 5.371 23.127 -32.625
S 6.956 23.171 -32.337
O 7.755 23.467 -33.487
O 7.306 23.791 -31.095
C 7.242 21.380 -32.035
F 6.948 20.633 -33.110
F 8.495 21.189 -31.684
F 6.436 20.954 -31.039
C 3.362 18.116 -29.332
C 3.136 18.173 -30.813
O 3.878 18.816 -31.562
N 2.088 17.475 -31.289
C 1.710 17.506 -32.688
H 2.848 18.943 -28.837
H 4.425 18.187 -29.128
H 2.969 17.195 -28.899
H 1.471 17.019 -30.642
H 0.656 17.264 -32.787
H 2.298 16.794 -33.268
H 1.927 18.488 -33.109
C -0.572 20.442 -30.565
C 0.604 21.218 -30.090
O 1.451 21.637 -30.871
N 0.687 21.456 -28.766
C 1.782 22.197 -28.171
H -0.988 20.954 -31.426
H -1.327 20.337 -29.785
H -0.245 19.439 -30.839
H -0.084 21.288 -28.146
H 2.653 22.272 -28.817
H 2.204 21.641 -27.324
H 1.460 23.182 -27.843
C 2.011 20.525 -37.647
C 2.958 20.851 -36.520
O 2.813 20.338 -35.409
N 3.932 21.734 -36.789
C 4.948 22.090 -35.825
H 2.364 20.937 -38.590
H 1.033 20.938 -37.414
H 1.955 19.441 -37.716
H 4.059 22.003 -37.747
H 4.506 22.546 -34.941
H 5.581 22.871 -36.239
H 5.566 21.242 -35.530
C 4.356 18.001 -35.183
Cl 4.590 16.287 -34.825
Cl 5.685 18.669 -36.114
H 3.423 18.127 -35.721
H 4.243 18.537 -34.246
*
```

- Energy: -3589.924373 Eh
- Lowest unoccupied orbital energy: 0.0 eV
- HOMO level: -0.3481 hartree
- ΔE to the lowest compared entry with this formula, charge and spin: 0.0 kcal per mole

---

5.
ORCA calculation (wB97M-V/def2-TZVPD) on C12H27ClIO5P2Tc as an isolated structure.

```
! RIJCOSX wB97M-V def2-TZVPD def2/J DEFGRID3
* xyz 3 4
C -2.521 1.094 -3.481
C -2.621 0.100 -2.384
H -3.063 0.743 -4.370
H -1.478 1.283 -3.773
H -2.948 2.046 -3.125
O -3.522 -0.610 -2.056
I 1.189 2.585 -1.510
Tc -0.504 0.436 -1.011
P 0.882 -0.736 -2.400
C 0.786 -2.552 -2.264
C 0.721 -0.473 -4.197
H 2.966 0.502 -2.533
H 3.226 -1.275 -2.640
H 2.907 -0.483 -1.060
C 2.674 -0.474 -2.132
H 1.001 0.559 -4.445
H 1.381 -1.166 -4.737
H 1.645 -2.990 -2.791
H -0.144 -2.906 -2.724
H -0.310 -0.648 -4.526
H 0.803 -2.851 -1.208
C -1.336 -1.247 -0.588
O -1.881 -2.246 -0.326
Cl 2.603 2.566 0.652
C 1.596 -2.850 2.936
C 0.282 -2.428 2.361
O 0.513 -1.829 1.044
P 0.845 -0.245 0.800
O 1.627 0.115 2.122
C 1.504 1.107 3.201
C 0.253 0.904 3.992
O -1.718 1.526 0.099
C -1.595 2.731 0.827
C -2.881 2.897 1.617
H 2.093 -3.553 2.268
H 1.422 -3.338 3.894
H 2.247 -1.985 3.091
H -0.366 -3.280 2.142
H -0.257 -1.727 3.018
H 2.408 0.970 3.797
H 1.543 2.085 2.716
H 0.268 -0.067 4.501
H 0.165 1.682 4.758
H -0.636 0.966 3.362
H -0.709 2.694 1.488
H -1.443 3.590 0.152
H -2.945 2.117 2.380
H -2.925 3.873 2.100
H -3.746 2.785 0.962
*
```

- Expectation value of S²: 3.7913
- Energy: -2369.850352 Eh
- Lowest unoccupied orbital energy (spin up / spin down): -13.1 / -13.4 eV
- HOMO level (spin up / spin down): -0.7052 / -0.7383 hartree
- ΔE to the lowest compared entry with this formula, charge and spin: 51.6 kcal per mole